1.
Here is the molecule C2H4N4O2 from the Open Molecules 2025 dataset. Energies are from wB97M-V/def2-TZVPD.

Last column: Löwdin charge in e.
Positions of all 12 atoms, in Å:
H: 2.419340 2.237977 -0.593260  0.09
N: 2.620673 1.302610 -0.208341  0.18
C: 1.621059 0.571169 -0.173812  -0.48
N: 1.475873 -0.765727 0.201286  0.12
O: 0.091418 -0.963600 0.361658  0.03
C: -0.532017 0.093646 -0.264418  -0.44
N: -1.760289 0.211476 -0.417881  0.04
N: -2.572775 -0.879004 -0.072811  0.02
O: 0.421226 0.916582 -0.727549  0.14
H: 1.934251 -0.873025 1.070042  0.13
H: -2.216802 -1.309262 0.815683  0.10
H: -3.501956 -0.542842 0.009403  0.06

Forces on the atoms, in the same order (eV/Å):
H 0.0 -0.8 0.2
N 0.8 0.4 0.4
C -0.6 0.4 -1.6
N 0.6 0.5 -0.6
O -0.5 -0.3 0.3
C -0.2 -1.1 0.2
N -0.1 0.4 -0.5
N 1.9 -0.7 1.1
O -0.7 1.1 -0.1
H 0.3 -0.7 1.3
H -0.9 0.4 -1.0
H -0.7 0.3 0.3

Properties
SMILES: [H]/N=c1/[nH]o/c(=N\N)o1
Relative energy (zero: lowest compared OMol25 entry of this formula, charge and spin): 54.5 kcal/mol
HOMO-LUMO gap: 0.3523 Ha

***

2.
Here is C28H45AuN2OP2 as an isolated structure from the Open Molecules 2025 dataset. Energies are from wB97M-V/def2-TZVPD.

Last column: Löwdin spin population.
Positions of all 79 atoms, in Å:
Au: 1.105942 0.084346 -0.615582  0.44
C: -2.551831 0.767215 -4.039941  0.00
C: -1.598179 1.040177 -2.850093  0.01
C: -2.393640 1.461780 -1.573473  0.00
P: -0.448958 -0.287466 -2.434096  0.07
C: 0.552969 -0.988425 -3.858079  0.01
C: 1.612137 0.084542 -4.148006  0.01
C: -0.270294 -1.508712 -5.049054  0.00
C: -1.456973 -1.582471 -1.617442  0.11
C: -2.307809 -2.455915 -2.340463  0.01
C: -3.014738 -3.467599 -1.738399  0.11
C: -4.024597 -4.265202 -2.508757  0.02
C: -2.826589 -3.704154 -0.353048  -0.02
C: -2.021877 -2.857120 0.435681  0.11
C: -1.302656 -1.814515 -0.237760  0.05
N: -0.446923 -1.094674 0.501768  0.58
C: -0.526537 -0.880745 1.837050  0.05
C: -1.728062 -0.868387 2.468557  0.11
C: -1.840830 -0.674987 3.865972  -0.01
C: -0.712794 -0.471333 4.606792  0.09
C: -0.833637 -0.306669 6.055766  0.02
C: 0.548467 -0.307174 3.910398  0.00
C: 0.624895 -0.468658 2.538385  0.06
P: 2.095935 -0.062155 1.526404  0.05
C: 3.388252 -1.347364 1.687129  0.01
C: 2.792748 -2.704675 1.508236  0.00
C: 4.217585 -1.182731 2.929254  0.00
C: 2.845696 1.577346 2.150204  0.01
C: 3.995494 1.905567 1.182317  0.00
C: 1.736536 2.584611 2.017318  0.00
H: -3.432479 1.383076 -3.839032  0.00
H: -2.990272 -0.262260 -4.017104  0.00
H: -2.061531 0.959293 -5.007833  0.00
H: -1.017349 1.952451 -3.152383  0.00
H: -3.016800 0.637198 -1.229816  0.00
H: -3.020573 2.315770 -1.835313  0.00
H: -1.749086 1.733695 -0.757430  0.00
H: 1.039097 -1.841056 -3.315488  0.00
H: 1.292524 0.823267 -4.808725  0.00
H: 2.518645 -0.378421 -4.551309  0.00
H: 1.990326 0.612420 -3.201075  0.01
H: -0.879231 -0.759584 -5.583276  0.00
H: -0.883142 -2.344215 -4.725238  0.00
H: 0.399185 -1.946862 -5.796170  0.00
H: -2.396121 -2.282853 -3.412614  0.00
H: -4.065354 -5.327117 -2.195752  0.00
H: -3.767097 -4.238394 -3.577818  0.00
H: -4.992330 -3.779135 -2.387014  0.01
H: -3.268813 -4.544913 0.128475  0.00
H: -1.780787 -3.124705 1.419189  0.00
H: -2.740951 -1.012061 2.015454  0.00
H: -2.760114 -0.742466 4.414862  0.00
H: -1.623826 0.399279 6.289309  0.00
H: 0.050051 0.095296 6.551530  0.00
H: -1.048652 -1.305002 6.502572  0.01
H: 1.430457 0.116957 4.397161  0.00
H: 4.057004 -1.154182 0.833267  0.00
H: 2.099816 -2.909208 2.335068  0.00
H: 3.643808 -3.416546 1.590208  0.00
H: 2.273269 -2.805306 0.565384  0.00
H: 3.609346 -1.122982 3.839564  0.00
H: 4.870935 -0.284726 2.911859  0.00
H: 4.880315 -2.024576 2.993995  0.00
H: 3.166868 1.373063 3.135427  0.00
H: 3.528899 2.060095 0.176055  0.00
H: 4.701295 1.055868 1.144041  0.00
H: 4.602963 2.799408 1.440290  0.00
H: 1.153951 2.454467 1.075480  0.00
H: 2.182856 3.580655 1.970542  0.00
H: 1.075640 2.557786 2.869083  0.00
C: -1.391682 6.402655 0.895130  0.00
C: -0.973858 5.208505 0.060873  0.00
N: -0.628168 4.367899 -0.653990  0.00
H: -1.872296 6.032744 1.784997  0.00
H: -2.117703 7.030597 0.274242  0.00
H: -0.477226 6.949204 1.153557  0.00
O: 1.675899 2.456996 -1.525859  0.06
H: 1.001982 3.109466 -1.315428  0.00
H: 2.500578 2.934006 -1.735984  0.00

Forces on the atoms, in the same order (eV/Å):
Au -0.9 -0.1 0.2
C -0.4 -1.0 0.6
C -0.3 1.6 -0.3
C 0.1 -0.6 -0.8
P 0.8 -0.5 0.4
C -0.5 0.1 1.0
C 1.6 -0.9 2.0
C 0.5 -0.1 -0.3
C -0.4 -1.2 -1.0
C 1.1 1.8 -0.1
C -0.6 -0.8 1.1
C 0.6 -0.4 -0.5
C 1.1 1.6 0.4
C -0.6 -1.0 -3.6
C -0.8 -0.7 0.9
N 0.9 0.8 -1.0
C 0.6 0.4 -0.5
C -3.8 -0.2 2.4
C 0.8 -0.5 -1.4
C 2.2 0.7 -0.9
C 0.3 -0.4 1.4
C -0.7 0.4 -0.2
C 0.6 0.0 0.6
P 0.9 1.0 0.2
C 0.2 1.1 -0.8
C 0.5 -1.0 0.9
C 0.3 0.9 0.7
C -0.7 -1.2 -2.2
C 0.2 -0.4 -0.4
C -0.2 0.8 -0.2
H 0.2 0.3 -0.6
H 0.6 0.6 -0.2
H -0.5 0.0 0.4
H 0.0 -0.9 0.4
H -0.2 0.0 -0.1
H 0.0 -0.1 0.1
H 0.4 0.3 0.3
H -0.3 0.5 -0.6
H -0.7 1.3 -1.2
H -0.3 0.0 -0.2
H -0.7 -0.7 -1.2
H 0.3 -0.3 0.5
H -0.2 0.1 -0.1
H 0.1 0.2 0.1
H -0.2 -0.2 0.3
H -0.1 0.7 0.0
H -0.2 -0.1 0.3
H -0.2 -0.2 0.0
H -0.5 -0.5 0.1
H 0.1 -0.2 1.2
H 1.4 0.1 -0.3
H -0.6 0.1 -0.3
H -0.4 -0.2 0.1
H 0.2 -0.2 -0.2
H 0.0 0.8 -0.1
H -0.4 -0.4 0.3
H -0.2 0.0 0.0
H 0.1 -0.2 -0.2
H -0.8 0.1 -0.3
H -0.1 -0.2 -0.3
H 0.1 -0.2 -0.1
H -0.5 -0.5 -0.1
H 0.3 -0.5 0.3
H 0.4 0.1 1.2
H 0.6 -0.1 0.7
H -0.2 0.5 -0.2
H -0.7 -0.4 0.1
H 0.4 0.1 0.7
H -0.1 0.1 0.1
H -0.4 0.0 0.2
C -0.1 -0.5 -1.8
C -0.1 0.6 -0.2
N -0.1 0.5 0.8
H -0.2 0.0 0.3
H 1.1 -0.8 0.9
H -0.4 0.0 -0.1
O 0.8 -0.2 -0.3
H -0.4 0.5 0.1
H -0.6 -0.2 0.1

Properties
Relative energy (zero: lowest compared OMol25 entry of this formula, charge and spin): 17.9 kcal/mol
Spin multiplicity: 3
HOMO-LUMO gap (spin up / spin down): 0.3110 / 0.2432 Ha
Charge: +2

***

3.
Here is C18H37DyOP3Se as an isolated structure from the Open Molecules 2025 dataset. Energies are from wB97M-V/def2-TZVPD.

Last column: Löwdin spin population.
Positions of all 61 atoms, in Å:
Dy: 1.343337 0.940816 -0.829794  4.41
P: 1.821463 0.495584 2.162704  0.00
P: -0.226414 -2.641027 1.786552  0.55
P: -1.574383 0.743377 0.402009  -0.01
H: 2.827373 2.707284 -4.820324  0.00
C: 2.308128 3.263619 -4.018853  0.00
C: 1.963111 2.762034 -2.822212  -0.04
H: 1.821491 1.646831 -2.575980  -0.05
C: 3.550425 0.363302 2.756930  0.00
C: 1.118012 0.277196 3.852128  0.00
C: 1.704377 2.308859 2.094579  -0.02
C: -1.034640 -4.093990 0.989537  0.08
C: 1.123527 -3.457153 2.719853  0.08
C: -1.433394 -2.183049 3.079267  0.08
C: -2.169206 2.187713 -0.564558  0.00
C: -2.184816 1.284368 2.037909  0.00
C: -2.979860 -0.388482 -0.021089  -0.01
H: 2.179265 4.321116 -4.380094  0.00
H: 1.747633 3.389969 -1.967690  -0.01
H: 4.204458 0.667227 1.946406  0.00
H: 3.809277 -0.648541 3.065907  0.00
H: 3.688573 1.031895 3.607963  0.00
H: 1.170381 -0.740795 4.250501  0.00
H: 0.069696 0.577012 3.901897  0.00
H: 1.657123 0.888086 4.584804  0.00
H: 2.051945 2.712598 1.145232  -0.01
H: 2.372921 2.646571 2.892579  0.00
H: 0.692299 2.630499 2.306721  0.00
H: -1.436349 -4.708572 1.798146  0.02
H: -0.293381 -4.640419 0.398109  0.00
H: -1.815824 -3.717052 0.319504  0.00
H: 0.715170 -4.179910 3.430453  0.02
H: 1.730442 -2.703102 3.234527  0.00
H: 1.790014 -3.935009 1.986060  0.00
H: -1.753981 -3.072682 3.630995  0.02
H: -2.305832 -1.738741 2.592737  0.00
H: -1.021001 -1.433053 3.765445  0.00
H: -3.268707 2.141194 -0.549492  0.00
H: -1.763727 2.107495 -1.577593  0.00
H: -1.776575 3.077461 -0.057915  0.00
H: -3.094904 1.856798 1.846840  0.00
H: -1.451830 1.919560 2.535055  0.00
H: -2.416578 0.459356 2.713930  0.00
H: -3.825717 0.262355 -0.253892  0.00
H: -3.214106 -1.050383 0.810178  0.00
H: -2.694794 -0.969857 -0.896235  0.00
C: -0.455532 -1.024967 -3.548283  0.01
C: 0.582017 -0.347922 -4.232191  0.00
C: 0.265428 0.781056 -4.956263  0.00
C: -1.051110 1.103016 -5.238331  0.00
C: -2.058081 0.178572 -4.855153  0.00
C: -1.815896 -0.891457 -3.966098  0.00
Se: -0.249076 -1.460083 -1.607264  -0.06
H: -0.412921 0.168610 -2.006577  -0.01
H: 1.614600 -0.624389 -3.959996  0.00
H: 1.014139 1.483346 -5.313192  0.00
H: -1.226087 2.066215 -5.768824  0.00
H: -3.106474 0.243683 -5.193903  0.00
H: -2.671749 -1.509672 -3.562098  0.00
O: 3.219815 -2.219817 0.678251  -0.01
C: 2.626506 -1.314552 0.220186  -0.04

Forces on the atoms, in the same order (eV/Å):
Dy -0.2 -0.9 2.4
P 0.2 -0.1 2.0
P -0.7 -2.4 2.0
P -1.1 0.1 0.6
H -0.8 -0.3 0.6
C 0.4 0.3 -0.5
C -0.1 -0.7 -0.3
H 1.4 2.0 -2.7
C 0.1 -0.1 -0.7
C -0.9 -0.2 0.3
C 0.2 0.0 0.3
C 0.4 1.1 -1.0
C 1.0 1.0 -0.9
C 0.0 1.2 -0.4
C 0.7 -0.3 0.2
C 0.3 0.1 0.2
C 0.7 0.1 -0.2
H 0.3 -0.8 1.3
H -0.5 0.5 0.1
H 0.5 0.0 0.0
H 0.0 -0.1 -0.1
H 0.0 0.0 -0.1
H 0.1 0.0 -0.3
H 0.0 0.0 -0.1
H 0.0 0.1 -0.3
H 0.1 0.4 -0.1
H -0.2 0.4 -0.2
H -0.2 0.2 -0.1
H 0.0 0.1 0.0
H -0.2 0.0 0.1
H -0.1 -0.4 0.2
H -0.2 0.1 -0.1
H -0.2 -0.3 0.1
H -0.3 -0.1 0.4
H 0.2 -0.1 -0.2
H 0.0 -0.2 0.2
H -0.1 -0.3 -0.1
H 0.5 0.4 -0.2
H -0.3 0.3 -0.2
H -0.3 0.1 -0.4
H 0.0 0.0 0.3
H -0.1 0.2 0.0
H 0.0 0.1 -0.2
H -0.1 -0.4 0.1
H -0.1 0.0 -0.1
H -0.5 0.0 0.1
C -1.2 -0.3 -1.6
C 0.2 -0.7 2.2
C -0.1 0.5 -0.7
C -0.9 -0.3 0.0
C -0.6 -0.1 -0.2
C 1.1 0.4 0.3
Se 0.1 2.1 -2.2
H -0.4 -2.3 1.4
H -0.4 0.3 -0.3
H 0.1 -0.6 0.0
H -0.3 -1.1 0.3
H 0.7 0.4 0.1
H 1.2 0.8 -0.5
O -2.9 4.3 -2.1
C 3.3 -4.5 1.4

Properties
Relative energy (zero: lowest compared OMol25 entry of this formula, charge and spin): 56.1 kcal/mol
Spin multiplicity: 6
HOMO-LUMO gap (spin up / spin down): 0.2466 / 0.1699 Ha
Charge: +3

***

4.
Here is AsF6H28O14 as an isolated structure from the Open Molecules 2025 dataset. Energies are from wB97M-V/def2-TZVPD.

Last column: Löwdin charge in e.
Positions of all 49 atoms, in Å:
As: 0.290365 0.146609 0.072394  1.08
F: -0.414275 -0.511921 1.624594  -0.26
F: 1.617175 0.849129 1.118944  -0.27
F: 1.018275 0.698549 -1.419086  -0.24
F: -1.129365 -0.496481 -0.809136  -0.24
F: -0.474405 1.819929 0.425354  -0.29
F: 1.193895 -1.415161 -0.104016  -0.25
O: -0.935745 -2.069431 3.420844  -0.07
H: -0.659265 -1.498821 2.703764  -0.06
H: -0.148455 -2.562011 3.652774  0.03
O: -2.469895 1.926239 -1.921326  -0.04
H: -2.296035 2.847179 -2.115956  0.05
H: -2.981905 1.944339 -1.112776  0.05
O: -1.408535 1.660059 3.710924  -0.02
H: -1.865885 1.562179 4.546074  0.07
H: -1.781125 0.978209 3.151914  0.05
O: -2.879435 -3.434081 -0.553626  -0.05
H: -2.539285 -2.921531 -1.286986  0.00
H: -3.767165 -3.673701 -0.819616  0.03
O: -2.014355 3.792909 1.503474  -0.06
H: -1.580325 3.027099 1.879504  -0.02
H: -2.805865 3.902999 2.030374  0.03
O: 3.009065 -4.282491 -0.253016  -0.04
H: 2.797065 -4.733181 -1.070436  0.04
H: 2.968945 -3.352141 -0.474546  0.02
O: 1.191635 1.193409 3.643474  -0.08
H: 1.427375 1.179089 2.715864  -0.04
H: 0.253875 1.385289 3.649834  -0.05
O: -3.080015 -1.158411 -2.890396  -0.05
H: -2.445795 -1.397321 -3.566356  0.04
H: -2.580425 -0.628801 -2.268986  -0.02
O: 1.570085 -1.509481 -3.352466  -0.06
H: 0.858845 -0.874781 -3.439176  -0.03
H: 2.027645 -1.249441 -2.552926  0.00
O: 4.188835 -0.415661 1.777964  -0.05
H: 4.516405 0.443949 1.513364  0.03
H: 3.248945 -0.379381 1.600414  -0.01
O: -0.329255 0.637549 -3.748496  -0.05
H: 0.171915 1.321579 -4.192516  0.04
H: -0.976435 1.113629 -3.228186  0.00
O: 0.960855 3.751489 1.436294  -0.06
H: 1.289695 4.368519 0.782554  0.03
H: 0.228605 3.311719 1.004274  -0.04
O: 0.042555 -4.064691 0.653494  -0.06
H: -0.703305 -3.477551 0.530234  -0.01
H: 0.804965 -3.537621 0.414394  -0.02
O: 2.076165 2.139259 -3.099696  -0.06
H: 2.954345 1.796229 -2.934286  0.04
H: 1.559035 1.846979 -2.349106  -0.03

Forces on the atoms, in the same order (eV/Å):
As -0.2 -0.1 2.2
F 0.6 1.8 -2.7
F -0.8 -1.3 -2.3
F -0.7 -0.7 1.8
F 1.6 0.9 1.0
F 0.2 -2.9 -1.1
F -0.9 1.9 0.1
O -0.5 -0.5 0.9
H 0.1 -0.3 0.1
H 0.1 -0.1 0.0
O 0.1 -0.1 -0.5
H 0.1 0.3 0.1
H 0.0 -0.1 0.3
O -0.7 0.5 -0.2
H 0.0 0.0 0.3
H 0.0 -0.5 -0.2
O 0.1 -0.2 0.4
H 0.0 0.3 -0.3
H -0.2 0.0 -0.1
O -0.4 0.3 -0.4
H 0.2 -0.2 0.3
H -0.1 0.0 0.2
O 0.2 -0.1 0.2
H -0.2 -0.1 -0.2
H 0.1 0.3 0.0
O 0.7 -0.2 0.6
H 0.1 0.2 0.2
H -0.2 0.1 0.1
O -0.4 -0.4 0.0
H 0.2 0.0 -0.2
H 0.2 0.3 0.2
O 0.4 -0.6 -0.2
H -0.4 0.5 0.0
H 0.0 0.1 0.2
O 0.4 -0.3 0.0
H 0.0 0.2 0.0
H -0.4 0.1 0.0
O -0.3 -0.3 -0.5
H 0.5 0.1 -0.1
H -0.4 0.0 0.4
O 0.5 0.4 0.3
H 0.1 0.2 -0.1
H 0.0 -0.1 -0.1
O 0.0 -0.3 0.1
H -0.4 0.1 0.0
H 0.3 0.0 0.0
O 0.3 0.8 -0.8
H 0.2 -0.1 0.0
H 0.0 0.1 0.0

Properties
Relative energy (zero: lowest compared OMol25 entry of this formula, charge and spin): 46.8 kcal/mol
HOMO-LUMO gap: 0.3280 Ha
Charge: -1

***

- relative energy (zero: lowest compared OMol25 entry of this formula, charge and spin) of number 4 (AsF6H28O14)?
  46.8 kcal/mol